A 14-piece molecular cluster, C41H63Cl12F32NO9 overall. Source: the OMol25 dataset; level of theory: ωB97M-V/def2-TZVPD.

Output
net charge: 0
2S+1: 1
DFT total energy: -11049.9139 a.u.

Cartesian coordinates (Å):
Cl 1.1180 5.7679 2.2790
Cl -1.6429 -4.3515 5.0164
Cl -2.8072 5.3575 3.4555
Cl -5.3994 -1.2857 -4.6304
Cl 5.3031 -1.2349 2.3261
Cl -0.4943 -7.0856 -5.0314
Cl -6.6237 -2.7271 -2.4113
Cl -0.7673 -1.6078 5.7189
Cl -4.6773 7.6026 3.3431
Cl 3.7930 4.9974 3.4213
Cl 3.6124 1.1559 2.3077
Cl -1.7650 -4.8353 -3.6928
F 1.8817 4.2127 -3.2431
F -4.6521 -6.4157 0.3182
F 4.7451 -3.8084 -5.8834
F 1.9707 -2.0795 3.7604
F 1.8741 -5.4991 4.7174
F 2.6513 7.6411 -5.5000
F 1.1555 -3.2450 -1.2005
F 3.2638 -3.9315 5.4212
F 4.1270 9.6597 -4.2685
F -1.3575 -0.1357 -4.2755
F -5.8267 -3.8072 0.6577
F 0.4235 1.1720 -4.3324
F 0.5397 -3.5671 3.2042
F 1.1743 8.8564 -4.4074
F 0.1649 -2.3405 -4.1043
F 3.0719 9.2137 -2.3746
F 4.3538 -3.7541 0.2295
F 3.1414 -3.4727 -2.1974
F 2.6795 -5.1750 0.0752
F -0.3276 4.2156 -3.4337
F 0.6238 -1.1615 -5.8782
F -0.3432 -8.8113 -0.1618
F -0.2972 -6.9284 1.7670
F 4.7269 -1.0129 -3.7278
F -3.8991 -4.8573 -0.9549
F 0.4972 4.3035 -0.7694
F 6.4907 -2.6486 -5.1531
F 4.4858 -1.0097 -5.9090
F -4.7361 -4.4377 2.4615
F 0.0524 -5.3047 0.3750
F -0.3987 6.2073 -1.3701
F 0.2386 -7.3955 -1.7123
O -2.6410 -1.8733 -0.6618
O 3.0271 -2.1242 -4.6421
O 1.5243 -0.3751 -1.0640
O 2.4569 -3.3384 1.2978
O -1.1763 1.7453 1.7159
O 1.5358 3.6419 5.1435
O -2.4457 0.7991 -0.7678
O 1.9171 6.9599 -3.5230
O -2.7119 -5.5128 0.8398
N -0.5862 -0.6976 0.8702
C 1.4511 4.8958 5.8215
C 2.0159 -4.1680 4.9515
C 0.8442 6.1574 -4.0015
C 0.7034 2.7155 5.8405
C -3.9465 -5.2563 0.3263
C -3.2216 -1.7547 -1.9406
C 2.2089 -1.0981 -4.1287
C 3.4734 8.6894 -3.5810
C -4.6058 -4.1458 1.1399
C 2.2729 0.7415 -1.4154
C -1.9510 -2.8947 6.0016
C 0.7310 -1.1727 -4.5243
C -1.9795 -6.5287 0.1551
C 0.0916 1.2728 2.0865
C -3.8003 1.1703 -0.7497
C 2.2589 8.0890 -4.2839
C 2.3833 4.5654 2.3921
C -0.7489 -2.1929 0.6795
C -2.6370 2.9301 -1.8684
C 4.3469 -1.7428 -4.7782
C -0.0562 -0.0227 -3.9088
C 0.6463 5.3757 -1.6045
C -0.4966 -6.5285 0.4684
C 5.1930 -2.9952 -4.9257
C -0.4879 3.5714 6.2377
C -3.4307 6.7990 4.2884
C -6.8981 -1.8872 -3.9458
C -0.3387 -5.3583 -4.6121
C -3.8499 2.6593 -0.9694
C -1.3072 3.1430 1.8344
C 2.7684 -3.9627 2.5403
C 0.2501 -7.6079 -0.3768
C 0.2085 4.8127 6.7328
C -1.3197 -2.3950 -0.6731
C 4.1502 -0.2607 1.3798
C 2.4858 -3.1155 -1.0629
C 1.8357 -3.4243 3.6024
C 0.0271 -0.2570 2.1724
C 3.0110 -3.8541 0.1680
C 0.7532 4.9556 -3.0707
C -1.8199 1.6011 -1.7867
H 2.2358 -1.0764 -3.0321
H -3.3847 -2.7782 -2.2968
H 0.5150 4.6217 7.7651
H -2.0592 -6.3892 -0.9277
H 2.0047 3.6335 2.7964
H 1.2845 2.2824 6.6629
H 4.2320 7.9348 -3.3372
H 0.8533 1.5846 1.3659
H -0.5611 -0.6160 3.0124
H 0.4079 1.8571 5.2354
H 1.9709 1.0223 -2.4414
H -4.3107 0.5736 -1.5196
H 2.7338 -2.0494 -0.9755
H -1.4157 -2.5228 1.4735
H -1.8284 1.1275 -2.7750
H -7.3689 -2.5934 -4.6216
H -0.0980 6.7083 -4.0322
H 0.5935 -5.1426 -4.1029
H -2.3810 -7.5135 0.3879
H -7.5761 -1.0591 -3.7669
H -0.3782 -4.8238 -5.5547
H -4.2130 -1.3176 -1.8537
H -4.7731 2.9386 -1.4788
H 1.2980 -3.8924 5.7246
H -1.1834 3.7260 5.4139
H -1.4073 -0.1560 0.5624
H -0.3142 5.7677 6.7973
H -2.3276 3.4673 1.6441
H 0.1369 -0.4208 0.1765
H 4.5774 0.0361 0.4295
H 2.1542 1.6486 -0.7952
H -1.1157 3.3743 2.8889
H -3.8089 6.5153 5.2644
H -0.0286 -0.0421 -2.8141
H 3.2640 -0.8679 1.2233
H 5.2305 -3.5247 -3.9703
H 1.1009 5.8474 -5.0162
H -3.7483 3.2512 -0.0627
H 2.6742 -5.0471 2.4680
H -0.7513 -1.9129 -1.4763
H 1.5686 5.8519 -1.2594
H -1.8752 -3.1182 7.0609
H -4.0096 -3.2291 1.0587
H 1.3639 5.6624 5.0516
H -0.7532 1.6986 -1.5792
H 0.3478 1.6449 3.0841
H 1.2975 -7.6719 -0.0690
H -2.6339 -1.1918 -2.6673
H 2.3014 5.1919 6.4426
H -2.5478 7.4177 4.4138
H 3.8225 -3.7759 2.7525
H 3.3545 0.5143 -1.4325
H -1.0275 3.1194 7.0748
H 0.2705 -2.5720 0.7177
H 2.7563 4.3678 1.3918
H -2.8623 3.1245 -2.9161
H -0.6508 3.7401 1.1981
H -1.4219 -3.4519 -0.9495
H 1.0261 -0.6827 2.1196
H 2.4962 -0.0874 -4.4303
H -2.0228 3.7629 -1.5261
H -4.3320 0.8836 0.1622
H -2.9625 -2.5544 5.8071

Atoms 1-6, force components in eV/Å:
Cl -0.1 0.3 0.2
Cl -0.2 0.4 0.5
Cl -0.2 0.0 0.2
Cl 0.1 0.1 -0.2
Cl 0.0 0.2 -0.2
Cl 0.3 0.2 0.2

The molecule C6H8N4. Source: the OMol25 dataset; level of theory: ωB97M-V/def2-TZVPD.

Output
net charge: 0
2S+1: 1
ΔE to the lowest compared entry with this formula, charge and spin: 139.1 kcal/mol

Cartesian coordinates (Å):
N 2.4969 -1.9668 -0.0064
N -0.4347 -0.9936 1.7698
N -0.5469 -0.2190 0.6384
N -0.1008 0.6359 -2.4612
C -0.8802 1.4168 -1.9720
C 1.3611 -1.3088 0.3987
C 0.5969 -0.3713 -0.1334
C 0.7184 -1.5942 1.6120
C -1.5201 0.7315 0.4045
C -1.0071 1.8965 -0.5349
H -0.0222 2.1309 -0.1183
H 1.0602 -2.3969 2.2200
H 3.0132 -1.5667 -0.7205
H -1.7162 2.6124 -0.4863
H 3.0434 -2.3136 0.8288
H -1.7179 1.8690 -2.6733
H -1.8662 1.2759 1.2213
H -2.4779 0.1621 0.0128

Atoms 1-6, force components in eV/Å:
N 0.3 -1.9 2.7
N -0.5 1.1 -0.8
N 3.1 -1.4 0.5
N 1.8 -1.9 -0.3
C -3.0 2.5 0.1
C 1.2 -0.8 0.7

A 2-piece molecular cluster, C7H11N4O overall. Source: the OMol25 dataset; level of theory: ωB97M-V/def2-TZVPD.

Output
net charge: -1
2S+1: 1
ΔE to the lowest compared entry with this formula, charge and spin: 0.0 kcal/mol

Cartesian coordinates (Å):
O 3.3635 -1.5692 1.1073
N 3.2048 1.1538 -0.9513
N 2.2294 0.5175 0.8678
N 3.7376 -0.0357 -0.6571
N 2.3241 1.4753 -0.0603
C 3.1105 -0.3882 0.4630
C -0.6357 -0.5635 -0.6057
C -0.0808 -1.7432 -0.6990
C -1.3311 0.7887 1.4470
C -1.6008 0.3428 0.0272
C -3.0669 0.1656 -0.3206
C -0.6650 0.8266 -1.0686
H -3.5389 -0.5374 0.3673
H -0.2690 0.9821 1.5660
H -3.1758 -0.2250 -1.3311
H -1.8948 1.6903 1.6825
H -0.3611 -2.5688 -0.0583
H -3.5974 1.1165 -0.2581
H 0.7201 -1.9308 -1.3974
H -1.0723 1.0500 -2.0460
H -1.6213 0.0110 2.1505
H 4.0371 -1.9983 0.5638
H 0.1839 1.4400 -0.7890

Atoms 1-6, force components in eV/Å:
O 0.0 0.1 -0.1
N 0.1 0.3 -0.5
N 0.2 -0.8 0.5
N 0.0 -0.5 0.4
N -0.1 0.5 0.0
C 0.0 0.4 -0.3